No. 1
Below is the molecule C18H13ClN4O6 in a non-equilibrium geometry, with properties calculated with wB97M-V/def2-TZVPD.

Structure (XYZ):
```
42
Properties=species:S:1:pos:R:3:forces:R:3
O -0.8703 -0.6211 0.0768 0.173 0.072 -0.003
C -1.1842 0.5528 -0.0104 0.273 -0.036 0.000
N -0.3667 1.6259 -0.0821 -0.927 0.225 -0.027
N 0.9701 1.7230 -0.0817 0.894 -0.034 0.023
C 1.7375 0.7043 -0.0007 -1.026 -0.289 0.012
C 3.1686 0.8918 -0.0055 0.846 -0.361 -0.020
C 4.0028 -0.1695 0.0511 -0.891 0.558 -0.024
C 5.4456 -0.2467 0.0497 0.717 -0.057 -0.018
C 6.2940 0.8236 0.3631 -0.162 -0.180 -0.005
C 7.6629 0.6645 0.3436 0.425 -0.197 -0.055
C 8.2102 -0.5685 0.0063 -1.457 0.160 0.027
C 7.3899 -1.6513 -0.2954 0.453 0.064 0.031
C 6.0242 -1.4881 -0.2630 -0.148 0.343 0.054
H 5.3837 -2.3260 -0.4942 -0.062 -0.084 -0.013
H 7.8400 -2.5999 -0.5454 -0.006 -0.020 -0.006
N 9.6392 -0.7308 -0.0217 0.652 -0.075 -0.008
O 10.0759 -1.8259 -0.3098 0.120 -0.190 -0.051
O 10.3219 0.2361 0.2445 0.158 0.158 0.043
H 8.3234 1.4826 0.5873 0.001 0.020 0.011
H 5.8785 1.7765 0.6401 0.058 0.015 0.015
H 3.5102 -1.1346 0.0684 -0.144 -0.006 0.026
Cl 3.6725 2.5297 -0.1359 0.207 0.199 -0.028
H 1.3837 -0.3211 0.0758 -0.073 0.078 -0.012
H -0.8450 2.5249 -0.1515 0.165 -0.402 0.031
C -2.6564 0.9926 -0.0542 -0.064 0.103 -0.006
O -2.9578 2.1674 -0.1428 -0.089 -0.058 0.004
N -3.4658 -0.0793 0.0178 0.390 -0.505 0.041
C -4.8565 -0.1506 0.0108 -0.540 0.196 -0.020
C -5.4467 -1.4128 0.0999 0.082 0.135 -0.009
C -6.8182 -1.5337 0.0963 -0.176 0.172 -0.015
C -7.6229 -0.3981 0.0039 0.243 0.126 -0.007
C -7.0310 0.8597 -0.0849 -0.154 -0.329 0.024
C -5.6569 0.9869 -0.0817 0.219 0.112 -0.007
H -5.1964 1.9584 -0.1503 0.008 0.022 -0.002
H -7.6548 1.7363 -0.1564 -0.020 0.077 -0.006
C -9.0904 -0.5735 0.0034 -0.385 -0.434 0.027
O -9.6524 -1.6383 0.0760 0.073 0.017 0.000
O -9.7662 0.5828 -0.0873 -0.047 0.528 -0.039
H -10.7195 0.4044 -0.0830 0.212 -0.237 0.019
H -7.2928 -2.5005 0.1644 -0.022 -0.078 0.006
H -4.8213 -2.2908 0.1714 0.056 -0.103 0.008
H -2.9628 -0.9631 0.0871 -0.032 0.294 -0.022
```
Positions in Å, forces in eV/Å.

For the LUMO energy, the calculation gives -1.32 eV. As for the gap between HOMO and LUMO: 7.644 eV. The SMILES is O=C(N/N=C/C(Cl)=C/c1ccc([N+](=O)[O-])cc1)C(=O)Nc1ccc(C(=O)O)cc1. For the HOMO energy, the calculation gives -8.9672 eV. As for the total charge: 0. For the energy relative to the best compared isomer or geometry (same formula, charge and spin), the calculation gives 134.1 kJ/mol.

***

No. 2
Below is a structure of composition C18H13N2O2RhSSe2Te3, with properties calculated with wB97M-V/def2-TZVPD.

Structure (XYZ):
```
42
Properties=species:S:1:pos:R:3:forces:R:3
Rh 1.3200 -0.4995 -0.6802 0.159 0.272 -0.422
O 0.4752 -0.5221 1.2291 -0.070 -0.042 0.059
C -0.0754 -1.6190 1.6365 0.004 0.078 -0.020
C 0.0708 -2.0066 2.9944 -0.020 0.006 0.008
C -0.5296 -3.1378 3.4946 0.008 -0.001 -0.006
C -1.3379 -3.9490 2.6886 -0.010 -0.001 0.005
C -1.5132 -3.5868 1.3682 0.014 0.003 -0.002
C -0.8865 -2.4661 0.8199 0.003 -0.083 0.019
C -1.2224 -2.0481 -0.5258 -0.023 0.038 -0.004
N -0.5012 -1.2483 -1.2100 0.071 -0.174 -0.060
N -1.1262 -0.5825 -2.2646 -0.010 0.081 0.005
C -0.6983 0.6559 -2.2577 0.035 -0.098 -0.123
O 0.2053 1.1460 -1.4967 0.097 -0.129 0.157
C -1.3673 1.5877 -3.2183 -0.007 0.043 0.042
C -1.2082 2.9590 -3.0517 0.032 -0.021 -0.011
C -1.8295 3.8480 -3.9166 -0.029 0.009 -0.034
C -2.6031 3.3729 -4.9674 0.018 0.018 0.031
C -2.7534 2.0029 -5.1434 -0.017 -0.021 0.009
C -2.1430 1.1139 -4.2717 -0.065 0.046 0.021
H 0.7095 -1.3838 3.6084 -0.008 0.003 0.005
H -0.3659 -3.4080 4.5333 -0.002 0.002 0.002
H -1.8168 -4.8333 3.0909 0.008 -0.004 -0.001
H -2.1503 -4.1845 0.7221 0.004 -0.003 0.000
H -2.2014 -2.3043 -0.9327 -0.018 0.049 0.013
H -0.5816 3.3019 -2.2386 0.006 -0.002 -0.007
H -1.7009 4.9154 -3.7771 0.004 -0.001 -0.002
H -3.0797 4.0661 -5.6516 -0.002 0.002 -0.001
H -3.3441 1.6252 -5.9703 -0.006 -0.003 -0.003
H -2.2466 0.0444 -4.3938 0.001 0.006 0.002
Se 2.4298 -2.6491 -0.2471 -0.010 -0.106 0.074
Te 4.1352 -2.4276 1.6420 0.022 -0.061 -0.044
Te 3.5825 0.1251 2.3392 -0.035 0.027 0.089
Se 3.2950 0.8337 -0.0264 0.029 0.094 -0.082
Te 2.5630 -0.8996 -3.0309 -0.138 0.009 0.307
C 1.8252 0.5961 -4.3360 -0.151 -0.052 -0.103
C 2.0345 1.9466 -4.3561 0.004 0.017 0.075
C 1.3952 2.6148 -5.4386 -0.030 0.001 0.067
C 0.7005 1.7638 -6.2440 0.010 -0.090 -0.020
S 0.8199 0.1526 -5.6646 0.112 0.088 -0.039
H 2.6163 2.4451 -3.5928 0.013 -0.005 0.003
H 1.4324 3.6858 -5.5914 0.002 0.002 -0.018
H 0.1158 2.0076 -7.1176 -0.006 0.005 0.011
```
Positions in Å, forces in eV/Å.

For the LUMO energy, the calculation gives 4.21 eV. As for the gap between HOMO and LUMO: 5.249 eV. For the HOMO energy, the calculation gives -1.0349 eV. As for the total charge: -2. For the energy relative to the best compared isomer or geometry (same formula, charge and spin), the calculation gives 50.7 kJ/mol.

***

No. 3
Below is a structure of composition C18H14Br2F3N3RuS2, with properties calculated with wB97M-V/def2-TZVPD.

Structure (XYZ):
```
43
Properties=species:S:1:pos:R:3:forces:R:3
Ru 0.7146 0.8147 -0.1606 -0.020 0.035 -0.050
C -5.3952 2.0531 0.1821 -0.004 0.000 -0.004
S -4.6898 0.4009 0.0146 -0.006 0.014 0.005
C -2.9607 0.6489 -0.0490 0.010 -0.033 -0.009
S -2.4674 2.3295 0.0698 0.015 0.004 -0.003
N -2.3304 -0.4593 -0.1722 -0.013 0.015 -0.001
N -0.9663 -0.5505 -0.2683 0.002 -0.003 0.036
C -0.5849 -1.7769 -0.3531 0.003 0.020 0.002
C 0.8247 -2.0837 -0.4877 0.020 -0.005 -0.001
C 1.2739 -3.3752 -0.7058 -0.008 -0.001 0.002
C 2.6270 -3.5853 -0.9179 -0.003 -0.001 -0.002
C 3.4760 -2.4928 -0.9257 -0.001 0.010 0.002
C 2.9555 -1.2299 -0.6940 0.001 -0.011 0.003
N 1.6618 -1.0280 -0.4483 -0.003 0.020 -0.003
H -6.4682 1.8715 0.2173 0.000 0.004 0.002
H -5.1791 2.6799 -0.6797 0.001 -0.003 -0.001
H -5.0947 2.5365 1.1086 -0.001 -0.005 0.001
H -1.3304 -2.5644 -0.3522 0.002 -0.003 -0.002
H 0.5652 -4.1913 -0.7224 0.004 -0.004 -0.002
H 3.0071 -4.5819 -1.0941 -0.001 -0.001 0.003
H 4.5334 -2.6019 -1.1178 0.000 -0.003 0.001
H 3.5854 -0.3531 -0.7278 0.001 0.004 0.001
Br 1.0557 0.7094 2.4005 -0.022 -0.008 -0.025
C 2.2765 1.3570 1.0210 0.051 -0.015 0.078
Br 1.2949 1.2776 -2.4245 -0.012 -0.003 0.018
H 3.1520 0.7171 1.0381 -0.005 -0.007 -0.025
H 2.5147 2.3937 1.2256 -0.023 0.006 -0.024
F 3.8797 8.0334 1.5053 0.000 -0.001 -0.002
C 3.8773 7.4414 0.3050 0.003 0.003 -0.003
F 3.5843 8.3751 -0.6120 0.001 -0.002 0.000
F 5.1308 7.0223 0.0576 -0.005 0.001 0.002
C 2.9062 6.2898 0.2408 -0.006 -0.002 0.015
C 2.6575 5.7012 -0.9935 -0.002 -0.003 0.003
C 1.7948 4.6259 -1.0838 0.011 0.015 0.008
C 1.1774 4.1394 0.0704 0.023 -0.002 -0.023
C 1.4276 4.7384 1.3054 -0.030 -0.028 -0.004
C 2.2926 5.8173 1.3894 0.020 0.018 -0.004
C 0.2604 3.0285 0.0081 -0.031 -0.009 -0.037
C -0.7704 2.3420 0.0189 0.030 -0.018 0.035
H 3.1361 6.0899 -1.8825 -0.001 -0.002 -0.002
H 1.5927 4.1599 -2.0372 -0.003 -0.002 0.002
H 0.9350 4.3610 2.1926 0.004 0.009 0.007
H 2.4860 6.2898 2.3418 -0.002 -0.002 0.002
```
Positions in Å, forces in eV/Å.

For the LUMO energy (alpha / beta), the calculation gives -4.35 / -4.85 eV. The expectation value of S² is 0.76. As for the gap between HOMO and LUMO (alpha / beta): 7.404 / 6.872 eV. For the HOMO energy (alpha / beta), the calculation gives -11.7541 / -11.7250 eV. As for the total charge: +1. Its spin multiplicity is 2. For the energy relative to the best compared isomer or geometry (same formula, charge and spin), the calculation gives 0.0 kJ/mol.

***

No. 4
Below is a structure of composition C18H14Br2N2O2Rb, with properties calculated with wB97M-V/def2-TZVPD.

Structure (XYZ):
```
39
Properties=species:S:1:pos:R:3:forces:R:3
Rb 0.2829 0.4258 -0.6127 -0.053 0.006 -0.011
C 1.2158 1.5859 4.8910 0.003 -0.015 0.000
C 0.6889 0.4484 4.0646 0.020 0.015 -0.014
C -0.4950 -0.2068 4.3808 -0.002 -0.001 -0.008
C -0.9769 -1.1992 3.5483 -0.015 -0.012 0.005
C -0.2304 -1.4921 2.4213 0.000 0.012 0.034
Br -0.8836 -2.8174 1.2101 0.010 0.005 -0.019
N 0.8985 -0.9122 2.0951 -0.005 -0.019 0.007
C 1.3447 0.0461 2.9100 0.002 -0.014 0.034
H 0.6304 1.7089 5.8014 0.002 0.001 0.002
H 1.1551 2.5190 4.3281 -0.005 0.002 0.001
H 2.2597 1.4283 5.1669 -0.003 0.004 0.000
H -1.0603 0.0834 5.2582 -0.005 0.005 -0.003
H -1.9117 -1.7021 3.7420 0.000 0.002 0.001
H 2.2729 0.5235 2.6103 -0.004 0.005 -0.004
O 4.5660 1.6933 -2.4756 0.006 0.003 -0.019
C 3.5423 1.0846 -2.1337 -0.011 -0.037 0.000
O 2.4192 1.5316 -1.8087 0.034 0.074 -0.014
C 3.6860 -0.4610 -2.0990 -0.007 0.004 0.010
C 4.8915 -1.0372 -2.4971 0.002 -0.004 -0.001
C 5.0345 -2.4104 -2.4545 -0.003 0.002 0.001
C 3.9691 -3.1795 -2.0048 0.006 -0.002 -0.002
C 2.8102 -2.5247 -1.6262 -0.004 -0.003 -0.002
N 2.6584 -1.2014 -1.6750 -0.006 0.008 0.019
H 5.6774 -0.3715 -2.8235 0.000 -0.003 0.001
H 5.9621 -2.8794 -2.7614 0.000 -0.002 0.000
H 4.0322 -4.2581 -1.9440 -0.002 -0.002 0.002
H 1.9584 -3.0897 -1.2583 0.000 -0.001 0.003
Br -3.5625 2.4607 5.7149 0.004 0.001 -0.003
C -2.9465 2.0487 3.9448 -0.017 0.005 0.025
C -1.8488 2.7135 3.4350 0.027 -0.002 -0.014
C -1.3848 2.3499 2.1681 -0.026 0.007 0.023
C -1.9529 1.3493 1.3551 0.055 -0.031 -0.053
C -3.0880 0.7555 1.9455 0.008 -0.008 0.008
C -3.5921 1.0731 3.2067 -0.002 -0.011 -0.012
H -1.3607 3.4876 4.0175 -0.005 0.002 -0.002
H -0.5077 2.8979 1.8159 0.000 0.002 0.001
H -3.6214 -0.0276 1.4052 -0.005 0.003 0.002
H -4.4616 0.5677 3.6127 0.001 -0.001 0.004
```
Positions in Å, forces in eV/Å.

For the LUMO energy, the calculation gives 2.23 eV. As for the gap between HOMO and LUMO: 6.266 eV. For the HOMO energy, the calculation gives -4.0410 eV. As for the total charge: -1. For the energy relative to the best compared isomer or geometry (same formula, charge and spin), the calculation gives 0.0 kJ/mol.

***

No. 5
Below is the molecule C18H14Cl2N4O2S in a non-equilibrium geometry, with properties calculated with wB97M-V/def2-TZVPD.

Structure (XYZ):
```
41
Properties=species:S:1:pos:R:3:forces:R:3
O -1.8492 0.0264 -2.8658 -0.734 1.105 -1.193
Cl 2.3011 -0.6465 5.5812 -0.440 -0.630 -1.168
Cl 3.9433 -2.7568 0.8108 -1.160 0.321 0.712
N -0.8001 1.4216 -0.5428 -0.157 2.067 0.833
N -0.7984 5.0038 -1.5301 0.127 0.013 0.827
O 0.1956 -2.5518 -0.3488 -0.133 -1.309 -1.190
S -1.3519 -2.6646 -3.9916 1.094 -0.957 2.036
C -1.1284 -0.5557 -2.0893 0.196 0.312 1.283
C -0.6364 -4.2369 -3.5401 0.110 1.281 0.726
C -0.0365 -4.2409 -2.3037 -1.090 1.872 0.284
C -0.2241 -2.9461 -1.6180 -0.165 0.485 -1.080
C -0.8692 -1.9941 -2.4016 0.841 -1.198 0.583
C -0.6602 2.5218 -1.2946 -0.029 -4.088 -1.205
C -0.9556 6.2276 -0.9483 -0.331 -1.873 0.853
C -0.8749 3.9070 -0.7256 0.017 0.893 0.748
C -1.2759 6.3934 0.4069 0.276 -0.036 0.253
C -1.1283 4.0360 0.6530 -0.731 -0.261 0.966
C -1.3738 5.2896 1.2605 0.433 -0.990 -1.028
C 0.5769 -2.0191 3.8526 -0.546 0.505 0.289
C 2.8233 -1.7358 3.1027 1.021 0.272 0.162
C 0.2603 -2.6994 2.6435 1.161 0.750 1.492
C 1.8573 -1.4906 4.0765 -0.639 -0.931 -0.731
C 2.5711 -2.4210 1.9032 -0.634 -0.034 1.126
C 1.2549 -2.9109 1.6903 1.009 0.418 -0.280
N -0.6195 0.0866 -0.9460 0.677 -1.464 -1.285
N -0.3253 2.3441 -2.6323 -0.397 0.739 0.735
C 0.8719 -3.5644 0.4077 0.984 -0.063 -0.196
H -0.6756 -5.1063 -4.1778 -0.101 0.226 -0.251
H 0.4411 -5.0804 -1.8428 0.114 -0.347 -0.011
H -0.8495 7.1323 -1.5213 0.059 -0.149 -0.621
H -1.3853 7.4056 0.7819 -0.086 -0.084 -0.009
H -1.2439 3.1288 1.2843 0.338 0.628 -0.765
H -1.5949 5.3155 2.3499 0.154 0.282 -1.059
H -0.1770 -1.8230 4.6383 0.324 -0.364 -0.704
H 3.8191 -1.3909 3.3712 0.017 -0.106 -0.495
H -0.7417 -3.0928 2.4921 0.181 0.132 -0.039
H -0.1722 -0.5893 -0.2754 -0.644 1.640 -0.599
H -0.4652 3.1603 -3.2062 0.067 0.133 -0.082
H -0.7077 1.4736 -3.0234 0.092 0.634 0.091
H 0.2350 -4.4022 0.6544 -0.538 -0.256 -0.311
H 1.7695 -3.9545 -0.1352 -0.737 0.431 0.302
```
Positions in Å, forces in eV/Å.

For the LUMO energy, the calculation gives 0.23 eV. As for the gap between HOMO and LUMO: 8.286 eV. The SMILES is N/C(=N\NC(=O)c1sccc1OCc1ccc(Cl)cc1Cl)c1ccccn1. For the HOMO energy, the calculation gives -8.0536 eV. As for the total charge: 0. For the energy relative to the best compared isomer or geometry (same formula, charge and spin), the calculation gives 0.0 kJ/mol.

***

Electronic energy across the listed records, respectively: -49642.507 -192371.528 -195846.506 -166710.525 -64827.018 eV.